# C8H10N2O3

A 2-piece molecular cluster, C8H10N2O3 overall at a distorted geometry (ωB97M-V with the def2-TZVPD basis set, the OMol25 dataset).

The calculation puts the strongest force on any atom at 0.1047 hartree/bohr. The value obtained for the HOMO-LUMO gap is 9.601 eV. For the total energy, the calculation gives -17576.910 eV. As for the total charge: 0. The calculation puts the energy above the lowest of the compared OMol25 structures with the same formula, charge and spin at 107.3 kcal per mole. The SMILES is [H]/N=C(\C)Oc1ccccc1.O=NO. The highest occupied orbital energy is -8.9 eV.

Atoms and positions in Å:
H (-2.814, -0.156, 1.410)
N (-1.876, -0.076, 0.999)
C (-1.777, 0.397, -0.177)
C (-2.995, 0.794, -1.073)
O (-0.564, 0.481, -0.814)
C (0.602, 0.505, -0.228)
C (0.952, 0.527, 1.153)
C (2.252, 0.555, 1.546)
C (3.237, 0.630, 0.630)
C (2.981, 0.699, -0.723)
C (1.660, 0.639, -1.161)
H (-2.656, 0.575, -2.087)
H (-3.773, 0.226, -0.698)
H (-3.281, 1.886, -0.978)
H (0.062, 0.196, 1.814)
H (2.639, 0.357, 2.645)
H (4.273, 0.683, 0.995)
H (3.717, 0.835, -1.441)
H (1.309, 0.749, -2.193)
O (-1.300, -3.699, -0.954)
N (-1.297, -2.611, -0.438)
O (-0.668, -2.606, 0.763)
H (-0.683, -1.584, 1.010)

Force components x, y, z for each atom (eV/Å):
H 0.4 0.3 -0.7
N 0.3 0.1 -0.1
C -1.3 0.1 0.2
C 3.2 1.8 0.3
O -4.3 0.2 -0.6
C 5.1 0.8 1.5
C -4.5 -2.0 0.0
C 1.1 -0.9 3.3
C 2.6 0.5 -0.6
C -2.3 -0.1 0.3
C -0.8 0.1 0.5
H -0.7 0.0 0.0
H -1.8 -1.3 0.2
H 0.6 -1.2 -0.1
H 2.0 1.3 -0.6
H -1.5 0.7 -2.2
H -0.4 -0.1 -0.3
H 1.5 0.1 -1.0
H 0.7 -0.2 0.2
O 0.1 1.8 1.1
N 0.0 -1.7 -1.1
O 0.2 2.0 0.3
H -0.4 -2.3 -0.4

---

# C8H10N2OS2

A 2-piece molecular cluster, C8H10N2OS2 overall at a distorted geometry (ωB97M-V with the def2-TZVPD basis set, the OMol25 dataset).

The calculation puts the strongest force on any atom at 0.1850 hartree/bohr. The value obtained for the HOMO-LUMO gap (spin up / spin down) is 6.539 / 6.540 eV. For the total energy, the calculation gives -35151.521 eV. As for the total charge: 0. The calculation puts the energy above the lowest of the compared OMol25 structures with the same formula, charge and spin at 102.2 kcal per mole. The highest occupied orbital energy (spin up / spin down) is -7.1 / -7.1 eV.

Atoms and positions in Å:
C (0.298, 0.203, 0.401)
C (-0.559, 1.143, -0.142)
C (0.118, -2.284, -0.084)
C (2.778, 0.138, -1.193)
C (-0.818, -2.409, -1.305)
C (-0.440, -0.927, -1.573)
C (-0.858, 2.122, 2.113)
C (-0.834, 2.402, 0.610)
N (0.233, -0.951, -0.292)
N (2.613, 0.326, -0.017)
O (0.519, -3.112, 0.802)
S (2.969, 0.093, -2.792)
S (-1.490, 0.541, -1.500)
H (-0.666, -3.171, -2.101)
H (-1.882, -2.551, -0.933)
H (0.301, -0.875, -2.306)
H (-1.530, 2.763, 2.704)
H (0.105, 2.222, 2.548)
H (-1.222, 1.019, 2.107)
H (-0.051, 3.041, 0.253)
H (-1.796, 2.675, 0.275)
H (1.351, -2.754, 1.306)
H (0.864, 0.347, 1.120)

Force components x, y, z for each atom (eV/Å):
C -6.4 2.3 -6.6
C 1.6 -2.6 1.8
C -1.4 3.4 -2.9
C -0.2 1.2 3.8
C -1.3 -1.4 0.4
C -0.8 -0.6 1.2
C -1.5 -1.6 -0.4
C 0.3 -1.1 -0.4
N 0.1 -4.2 0.7
N 1.4 -1.0 -2.9
O 2.7 0.4 1.8
S -0.1 -0.4 -1.0
S -0.4 0.1 -0.4
H 0.3 0.6 0.6
H 1.2 0.4 -0.4
H 1.0 0.4 -1.6
H 0.1 -0.2 -0.5
H 1.0 -0.3 0.4
H 0.6 1.9 1.0
H 0.1 1.1 0.1
H -1.1 1.1 -0.3
H -2.0 -0.7 -1.1
H 4.9 1.1 6.7